(1)
DFT (wB97M-V/def2-TZVPD) results for a molecular structure, C15H11Cl4KO2Se.

Structure (XYZ):
```
34
Properties=species:S:1:pos:R:3:forces:R:3:nbo_charge:R:1
K 0.0916 -0.0958 -0.8165 2.2618 0.0881 0.0507 0.954
Cl -5.7427 1.6429 -3.7402 0.0887 -0.0775 0.0275 -0.051
C -4.5150 0.6837 -2.9418 0.0464 0.2695 0.0954 -0.125
C -4.4457 -0.6714 -3.1469 0.0668 -0.2769 0.0122 -0.114
Cl -5.5801 -1.4697 -4.2146 0.0747 0.0733 0.0517 -0.052
C -3.4532 -1.4261 -2.4808 0.0840 0.0961 0.1853 -0.217
Cl -3.3872 -3.1710 -2.6940 -0.0225 0.2420 -0.0231 -0.067
C -2.5148 -0.8722 -1.5818 -0.3874 0.0124 -0.1185 0.341
O -1.6366 -1.5694 -0.9622 -1.1293 -0.6188 -0.2094 -0.855
C -2.5904 0.6053 -1.3582 -0.3814 -0.0085 -0.1187 0.266
O -1.7784 1.1730 -0.5469 -1.1915 0.5231 -0.0293 -0.837
C -3.5914 1.3039 -2.0693 0.0651 -0.1424 0.1461 -0.188
Cl -3.7050 3.0307 -1.7553 0.0027 -0.2282 -0.0953 -0.065
C 8.7474 -0.4119 -3.3653 0.1365 -0.0001 -0.1110 -0.617
C 7.4190 -0.1830 -2.6938 -0.1175 0.0210 0.0689 -0.063
C 6.3582 0.4171 -3.3594 -0.0885 -0.0052 0.0735 -0.256
C 5.1104 0.6002 -2.7625 -0.1769 0.0822 -0.0282 0.048
C 4.0317 1.2676 -3.5741 -0.0008 -0.0104 -0.0110 -0.650
C 4.8572 0.1721 -1.4363 0.3397 -0.0683 -0.2472 -0.188
Se 3.1084 0.3634 -0.6811 0.6942 0.0635 0.0129 -0.585
C 5.9545 -0.4064 -0.7523 -0.1699 -0.0021 0.1982 -0.040
C 5.8411 -0.8587 0.6863 0.1018 -0.0104 -0.0146 -0.642
C 7.1879 -0.5732 -1.3812 -0.0387 -0.0189 0.0145 -0.232
H 8.7319 -0.0584 -4.3987 -0.0513 0.0219 0.0206 0.201
H 9.0189 -1.4712 -3.3968 -0.0690 -0.0180 0.0457 0.199
H 9.5705 0.1049 -2.8626 -0.0595 0.0326 0.0646 0.197
H 6.4930 0.7510 -4.3869 0.0042 -0.0246 0.0536 0.180
H 4.4193 1.5271 -4.5639 -0.0899 0.0345 0.0334 0.181
H 3.6525 2.1651 -3.0775 0.1149 -0.0161 0.0079 0.228
H 3.1537 0.6275 -3.6836 0.0746 -0.0863 -0.0053 0.230
H 4.8050 -0.8500 1.0183 0.0183 -0.0169 -0.0443 0.254
H 6.4163 -0.1994 1.3475 -0.0754 0.0297 -0.0591 0.196
H 6.2559 -1.8645 0.8112 -0.0547 0.0156 -0.0358 0.192
H 7.9977 -1.0396 -0.8188 -0.0699 0.0242 -0.0118 0.179
```
Positions in Å, forces in eV/Å.

Output
* frontier orbital gap: 4.92 eV
* net charge: -2
* highest occupied orbital energy: -0.65 eV

(2)
DFT (wB97M-V/def2-TZVPD) results for a molecular structure, C26H18F2MnN2O8S.

Structure (XYZ):
```
58
Properties=species:S:1:pos:R:3:forces:R:3:lowdin_spin:R:1
Mn -0.3705 -1.1991 0.2111 -0.2546 0.2744 -0.3722 3.239
O -3.6688 -3.3094 -0.0727 0.1404 0.1268 0.2037 0.002
C -2.9550 -2.3894 -0.3831 -0.2354 -0.1700 -1.0078 0.008
O -2.1122 -1.8063 0.4420 0.2392 0.4224 0.8872 0.011
C -3.0397 -1.7392 -1.7709 0.1113 0.0006 0.4390 0.002
C -2.9643 -0.2130 -1.5830 -0.2699 -0.0861 -0.2408 0.001
C -3.3869 0.5162 -2.8601 0.0434 0.0331 0.0712 0.001
C -2.1693 0.2576 -3.7796 0.1136 0.0220 0.0853 0.001
C -1.2604 -0.5561 -2.8528 -0.1675 -0.0684 -0.3566 0.001
O -1.5422 0.0007 -1.5577 0.1222 0.0158 0.2419 0.018
C -1.8120 -1.9929 -2.7016 0.4090 -0.0776 0.2530 0.003
C -0.6909 -2.8908 -2.1576 -0.9361 0.0953 -0.7867 0.008
O -0.2916 -3.8254 -2.8054 0.1620 0.0328 0.3017 0.004
O -0.1477 -2.5220 -1.0183 0.8634 -0.2218 0.3912 0.031
H -3.9695 -2.0669 -2.2274 0.0027 -0.0356 -0.0332 0.000
H -3.4171 0.1455 -0.6629 0.0954 0.0486 0.0145 0.000
H -4.3263 0.1339 -3.2560 0.0059 -0.0422 -0.0029 0.000
H -3.5110 1.5800 -2.6615 -0.0007 -0.0080 -0.0061 0.000
H -2.4164 -0.2945 -4.6843 -0.0027 -0.0036 -0.0107 0.000
H -1.6734 1.1853 -4.0603 -0.0218 0.0007 -0.0047 0.000
H -0.1981 -0.4800 -3.0727 0.0009 0.0215 0.0930 0.000
H -2.1007 -2.4306 -3.6523 -0.0615 0.0473 -0.0317 0.000
F -1.8108 -1.9502 5.2380 -0.0792 -0.0145 0.0589 -0.006
C -0.7983 -1.8148 4.3776 0.3642 0.0219 -0.0751 -0.010
C -1.0684 -1.8144 3.0224 -0.4564 -0.0959 -0.4513 -0.015
C -0.0219 -1.6635 2.1392 0.0996 -0.1612 1.1245 -0.260
C 1.2959 -1.5290 2.5926 0.0400 0.0257 -0.4024 -0.020
C 1.5064 -1.5333 3.9656 -0.2547 -0.0805 -0.0447 -0.009
F 2.7490 -1.4002 4.4553 0.1248 0.0348 -0.0060 -0.006
C 0.4797 -1.6661 4.8772 -0.0360 0.0090 0.0794 0.021
C 2.3185 -1.4026 1.5512 0.1326 -0.0795 -0.0095 -0.002
C 3.6968 -1.4282 1.7251 0.0275 0.0123 -0.0165 0.002
C 4.5138 -1.3938 0.6073 -0.0811 -0.0061 -0.0093 0.003
C 3.9455 -1.3475 -0.6543 0.0395 -0.0264 0.0676 0.002
C 2.5696 -1.3137 -0.7485 -0.0278 -0.0133 -0.2382 0.001
N 1.7837 -1.3248 0.3213 -0.3670 0.0259 0.2563 -0.028
H -2.0873 -1.9219 2.6756 0.0456 0.0203 0.0225 -0.003
H 0.6768 -1.6483 5.9395 -0.0010 -0.0369 -0.0116 0.001
H 4.1227 -1.4895 2.7121 -0.0298 0.0037 0.0326 0.000
H 5.5889 -1.4186 0.7256 -0.0018 0.0155 -0.0042 0.000
H 4.5500 -1.3294 -1.5485 -0.0307 0.0112 -0.0203 0.000
H 2.0757 -1.2776 -1.7097 -0.0279 0.0329 0.0413 -0.001
O 1.0083 2.3955 -2.7607 -0.1562 0.0479 0.0362 0.000
S 1.5713 2.1587 -1.4641 0.1340 0.0377 0.0810 0.004
O 2.9835 1.9113 -1.3828 -0.0371 0.0168 0.0691 0.001
N 0.7532 0.9503 -0.7039 0.1512 0.4528 -0.1693 0.022
C 0.1463 1.3811 0.3648 0.1470 -0.1081 -0.3108 0.000
O -0.5428 0.5850 1.0956 0.0414 -0.4645 -0.2709 -0.026
C 0.3200 2.8181 0.6717 -0.1271 0.1728 0.2054 -0.003
C -0.1687 3.5299 1.7519 0.0138 -0.0231 -0.0425 0.000
C 0.1536 4.8791 1.8369 -0.0150 0.0155 0.0319 0.000
C 0.9389 5.4863 0.8635 0.0361 -0.0110 -0.0415 0.000
C 1.4288 4.7637 -0.2209 0.0671 0.0695 -0.1276 0.000
C 1.1028 3.4292 -0.2926 -0.0705 -0.3409 -0.0094 0.001
H -0.7753 3.0375 2.5004 -0.0012 0.0183 0.0030 0.000
H -0.2050 5.4675 2.6710 -0.0123 -0.0136 -0.0034 0.000
H 1.1814 6.5372 0.9508 -0.0163 0.0000 0.0048 0.000
H 2.0414 5.2332 -0.9791 0.0053 0.0028 0.0217 0.000
```
Positions in Å, forces in eV/Å.

Output
* 2S+1: 4
* frontier orbital gap (alpha / beta): 7.35 / 8.15 eV
* highest occupied orbital energy (alpha / beta): -9.32 / -9.34 eV

(3)
DFT (wB97M-V/def2-TZVPD) results for CH3OPS in the gas phase.

Structure (XYZ):
```
7
Properties=species:S:1:pos:R:3:forces:R:3:nbo_charge:R:1
C 0.1598 0.2158 0.3812 -1.5447 -0.4290 0.7050 -0.236
O -1.3976 0.0808 -0.1699 1.9350 -0.3311 0.0358 -0.861
P -2.3547 -1.2598 -0.2714 1.3518 1.1135 0.2179 0.498
S 1.5568 0.8479 -0.5056 -0.8437 1.1319 -0.0859 0.066
H 1.5197 -0.1850 -1.2391 0.7547 -1.7541 -1.7601 0.107
H 0.4711 -0.7915 0.7833 -1.0376 1.2526 -0.0352 0.214
H 0.0449 1.0918 1.0215 -0.6155 -0.9838 0.9224 0.212
```
Positions in Å, forces in eV/Å.

Output
* frontier orbital gap (alpha / beta): 6.94 / 6.92 eV
* highest occupied orbital energy (alpha / beta): -7.54 / -7.56 eV

(4)
DFT (wB97M-V/def2-TZVPD) results for a molecular structure, C40H39AgN3O5P.

Structure (XYZ):
```
89
Properties=species:S:1:pos:R:3:forces:R:3:nbo_charge:R:1
Ag -0.1966 0.3965 0.5395 0.0639 -0.0384 -0.4079 0.867
C 4.0579 0.4380 2.6168 0.0246 0.1240 0.0465 -0.083
O 3.1929 1.5683 2.9141 0.0561 -0.0241 0.0111 -0.499
C 1.9401 1.0687 2.8400 0.1113 -0.0280 -0.0346 0.511
N 1.7732 -0.1782 2.7242 0.0965 0.0130 0.0326 -0.431
C 3.1229 -0.7789 2.7393 -0.0763 -0.1231 -0.0463 -0.123
C 3.2873 -1.8394 1.6752 -0.0090 0.0544 0.0029 -0.029
C 2.7631 -1.6519 0.4006 -0.0502 0.0144 0.1076 -0.200
C 2.8784 -2.6403 -0.5610 0.0240 -0.0671 -0.0307 -0.197
C 3.5458 -3.8217 -0.2653 -0.0168 0.0026 -0.0369 -0.213
C 4.0744 -4.0164 1.0013 0.0213 -0.0347 0.0064 -0.214
C 3.9332 -3.0332 1.9701 0.0874 0.0553 0.0139 -0.203
C 0.8477 2.0623 2.9406 -0.1556 0.0023 0.0668 0.148
C 1.0394 3.2983 3.5400 -0.0312 -0.0585 -0.0072 -0.212
C -0.0575 4.1357 3.6798 0.0327 0.0563 0.0414 -0.157
C -1.2962 3.7200 3.2255 0.0177 -0.0888 -0.0142 -0.206
C -1.3798 2.4813 2.6003 0.0629 -0.0358 0.0434 0.151
N -0.3328 1.6734 2.4578 0.0342 0.1734 -0.0060 -0.439
C -2.6538 1.9841 2.0320 -0.0246 -0.0576 -0.0035 0.520
N -2.7438 1.1836 1.0612 0.0338 0.1221 0.1329 -0.451
C -4.1731 1.0053 0.7862 0.0713 -0.0901 -0.0790 -0.109
C -4.8612 1.7202 1.9701 0.0189 0.0920 0.0349 -0.086
O -3.7828 2.4505 2.6131 -0.0597 0.0130 -0.0713 -0.492
C -4.5589 -0.4422 0.5884 -0.0269 0.0111 -0.0096 -0.054
C -5.8925 -0.7554 0.3374 -0.0088 0.0377 0.0335 -0.217
C -6.2786 -2.0657 0.1116 -0.0134 -0.0180 -0.0155 -0.209
C -5.3287 -3.0786 0.1198 -0.0120 -0.0017 -0.0016 -0.213
C -3.9995 -2.7701 0.3580 -0.0057 -0.0386 0.0086 -0.208
C -3.6132 -1.4583 0.5972 0.0262 0.0451 -0.0401 -0.145
H 4.8666 0.4448 3.3435 0.0237 -0.0288 -0.0422 0.198
H 4.4542 0.5738 1.6103 -0.0332 -0.0085 -0.0118 0.207
H 3.2665 -1.2597 3.7121 -0.1063 0.0208 0.0096 0.204
H 2.2124 -0.7486 0.1751 -0.0241 0.0505 -0.0389 0.226
H 2.4175 -2.5002 -1.5302 -0.0100 0.0375 -0.0074 0.225
H 3.6358 -4.5962 -1.0161 0.0035 -0.0106 -0.0031 0.211
H 4.5816 -4.9420 1.2417 0.0019 -0.0009 0.0070 0.211
H 4.3243 -3.1983 2.9677 0.0008 -0.0093 0.0169 0.204
H 2.0214 3.5741 3.8948 0.0102 0.0151 0.0079 0.244
H 0.0539 5.1036 4.1497 0.0004 0.0080 0.0029 0.227
H -2.1804 4.3304 3.3307 -0.0138 0.0165 0.0034 0.242
H -4.3945 1.5342 -0.1478 0.0511 0.0138 0.0187 0.210
H -5.2801 1.0237 2.6972 0.0169 -0.0113 -0.0193 0.196
H -5.6119 2.4477 1.6700 -0.0375 -0.0601 0.0124 0.197
H -6.6365 0.0340 0.3035 -0.0064 0.0121 0.0092 0.201
H -7.3177 -2.2952 -0.0860 -0.0057 -0.0027 0.0014 0.211
H -5.6251 -4.1014 -0.0723 -0.0007 -0.0127 -0.0023 0.213
H -3.2474 -3.5479 0.3433 0.0046 0.0009 -0.0016 0.219
H -2.5673 -1.2259 0.7506 -0.0186 -0.0023 0.0182 0.226
C -1.5766 -5.7054 -2.6661 0.0178 -0.0360 0.0005 -0.251
O -2.3508 -4.7633 -3.3777 -0.0079 0.0504 -0.0187 -0.495
C -2.1802 -3.4523 -3.0576 -0.0527 -0.0626 -0.0708 0.357
C -2.9667 -2.5497 -3.8055 0.0249 0.0747 0.0517 -0.349
C -2.8629 -1.2204 -3.5213 -0.0480 -0.0342 -0.0453 -0.105
C -2.0042 -0.6827 -2.5281 -0.0006 0.0800 -0.0817 -0.383
C -1.9675 0.7527 -2.3276 -0.0298 -0.0125 0.1315 0.585
C -2.9922 1.6717 -2.9832 -0.0343 0.0168 0.0074 -0.701
O -1.1465 1.3460 -1.6179 0.0149 -0.0748 -0.0517 -0.690
C -1.1850 -1.6075 -1.7818 -0.0056 -0.0994 0.0827 0.554
O -0.3607 -1.3175 -0.8564 0.0407 0.1366 0.0143 -0.842
C -1.3271 -3.0012 -2.0914 0.0749 0.0055 0.0338 -0.449
H -1.8433 -6.6802 -3.0669 0.0092 0.0002 0.0161 0.194
H -1.8012 -5.6750 -1.5963 0.0132 -0.0128 -0.0059 0.176
H -0.5071 -5.5296 -2.8119 -0.0179 -0.0118 0.0141 0.178
H -3.6217 -2.9256 -4.5779 -0.0114 -0.0024 -0.0022 0.219
H -3.4588 -0.5450 -4.1165 -0.0130 -0.0115 0.0029 0.198
H -3.7824 1.2026 -3.5580 0.0045 -0.0115 0.0106 0.209
H -2.4582 2.3821 -3.6158 0.0042 -0.0184 -0.0252 0.228
H -3.4477 2.2502 -2.1781 0.0212 0.0227 -0.0027 0.220
H -0.7149 -3.6672 -1.4990 -0.0097 0.0184 -0.0096 0.221
C 1.7711 1.7126 -2.6542 0.0380 -0.0390 -0.0583 -0.935
P 1.8163 1.9347 -0.8424 -0.2148 -0.1694 0.2136 0.801
C 1.1737 3.6398 -0.6861 -0.0324 0.0315 0.0004 -0.954
C 3.6092 2.1317 -0.5492 -0.0199 0.1041 0.0224 -0.251
C 4.1223 3.1719 0.2232 0.0034 -0.0044 0.0134 -0.234
C 5.4747 3.2332 0.5282 0.0104 -0.0065 -0.0017 -0.213
C 6.3412 2.2565 0.0595 0.0139 0.0308 0.0197 -0.225
C 5.8451 1.2186 -0.7174 0.0227 -0.0106 -0.0186 -0.203
C 4.4928 1.1554 -1.0134 -0.0036 -0.0476 -0.0108 -0.246
H 2.2776 0.7886 -2.9302 -0.0055 -0.0195 0.0021 0.235
H 2.2440 2.5495 -3.1703 0.0215 0.0050 0.0023 0.219
H 0.7280 1.6238 -2.9485 -0.0008 0.0095 0.0035 0.264
H 1.7553 4.3701 -1.2518 0.0097 -0.0060 -0.0094 0.223
H 1.1304 3.9425 0.3614 0.0188 0.0000 0.0153 0.225
H 0.1503 3.6103 -1.0640 -0.0035 -0.0115 -0.0105 0.264
H 3.4635 3.9429 0.6017 -0.0122 0.0024 0.0065 0.210
H 5.8488 4.0498 1.1326 0.0209 -0.0033 0.0030 0.213
H 7.3960 2.3038 0.2967 0.0074 0.0026 -0.0027 0.215
H 6.5104 0.4499 -1.0895 0.0055 -0.0018 0.0024 0.217
H 4.1242 0.3254 -1.6031 -0.0235 -0.0241 -0.0032 0.220
```
Positions in Å, forces in eV/Å.

Output
* frontier orbital gap: 6.62 eV
* highest occupied orbital energy: -6.83 eV

For the records above, the corresponding largest force on an atom values read 0.044, 0.024, 0.051, 0.008 hartree/bohr.